(1)
An isolated molecule of C3H2N2OS at a distorted geometry. Source: OMol25; level of theory: ωB97M-V/def2-TZVPD.

Last column: Mulliken charge in e.
Geometry (Å):
C 0.422 -0.356 0.627  -0.67
C -0.709 0.727 0.326  0.20
C 0.287 -0.888 1.781  0.47
N -0.347 -1.008 2.849  -0.28
N -1.307 1.433 1.085  -0.45
O -1.610 -0.715 4.927  -0.42
S -0.786 0.000 3.985  0.47
H 1.063 -0.583 -0.194  0.38
H -0.818 0.641 -0.754  0.31

## Properties
- calculated total energy (Eh) = -698.2718
- relative energy (zero: lowest compared OMol25 entry of this formula, charge and spin) (eV) = 4.608
- Kohn-Sham gap (spin up / spin down) (eV) = 8.2309 / 7.3002

---

(2)
An isolated molecule of C3H2N2OS at a distorted geometry. Source: OMol25; level of theory: ωB97M-V/def2-TZVPD.

Last column: Mulliken charge in e.
Geometry (Å):
C -2.091 0.314 0.078  -0.17
C 1.601 -0.783 0.029  0.48
C 1.958 0.594 -0.139  0.22
H -2.523 1.243 0.492  0.24
H -2.785 -0.345 -0.490  0.22
N -0.845 0.153 0.304  -0.31
N 2.319 1.689 -0.230  -0.29
O 2.447 -1.617 0.295  -0.43
S -0.081 -1.248 -0.339  0.04

## Properties
- calculated total energy (Eh) = -698.3884
- SMILES = C=NSC(=O)C#N
- relative energy (zero: lowest compared OMol25 entry of this formula, charge and spin) (eV) = 1.437
- Kohn-Sham gap (eV) = 9.3245

---

(3)
An isolated molecule of C3H2N2OS2 at a distorted geometry. Source: OMol25; level of theory: ωB97M-V/def2-TZVPD.

Last column: Mulliken charge in e.
Geometry (Å):
C -0.573 0.025 0.060  0.20
C 0.992 -0.077 -0.078  0.53
C 1.686 1.150 0.082  0.05
H -2.734 -0.108 -0.019  0.33
H -0.600 -2.139 0.113  0.30
N -1.060 -1.169 -0.038  -0.01
N 2.101 2.215 0.265  -0.29
O -2.473 -1.177 0.318  -0.44
S -1.562 1.377 -0.190  -0.41
S 1.762 -1.518 -0.099  -0.26

## Properties
- calculated total energy (Eh) = -1096.5067
- SMILES = N#CC(=S)C(=S)NO
- relative energy (zero: lowest compared OMol25 entry of this formula, charge and spin) (eV) = 3.327
- Kohn-Sham gap (eV) = 6.9113

---

(4)
An isolated molecule of C3H2N2OS2 at a distorted geometry. Source: OMol25; level of theory: ωB97M-V/def2-TZVPD.

Last column: Mulliken charge in e.
Geometry (Å):
C -2.426 -0.244 -0.056  0.24
C 1.607 0.285 -0.210  0.37
C 2.799 -0.546 -0.057  0.12
H -2.260 -1.362 -0.133  0.19
H -0.927 1.281 0.494  0.28
N -1.137 0.305 0.191  -0.18
N 3.796 -1.185 -0.004  -0.35
O -3.466 0.363 -0.153  -0.49
S 0.255 -0.779 -0.025  0.05
S 1.759 1.882 -0.048  -0.24

## Properties
- calculated total energy (Eh) = -1096.5813
- SMILES = N#CC(=S)SNC=O
- relative energy (zero: lowest compared OMol25 entry of this formula, charge and spin) (eV) = 1.298
- Kohn-Sham gap (eV) = 8.0043

---

(5)
The ion C3H2N3O2S with charge -1 at a distorted geometry. Source: OMol25; level of theory: ωB97M-V/def2-TZVPD.

Last column: Mulliken charge in e.
Geometry (Å):
C -0.937 0.317 0.203  -0.19
C -3.278 -0.504 0.204  0.24
C -0.179 -2.032 0.046  -0.83
N -2.183 -0.091 0.003  -0.11
N 0.014 -0.724 0.121  0.14
N 1.045 -2.620 -0.031  0.99
O 2.118 -1.976 0.016  -0.72
O 1.098 -3.881 -0.048  -0.62
S -4.765 -0.996 -0.091  -0.44
H -0.904 1.382 -0.023  0.29
H 0.971 -0.408 0.461  0.25

## Properties
- calculated total energy (Eh) = -828.2968
- relative energy (zero: lowest compared OMol25 entry of this formula, charge and spin) (eV) = 5.084
- Kohn-Sham gap (spin up / spin down) (eV) = 6.0781 / 6.8233
- net charge = -1

---

(6)
A cluster of 2 separate species, C3H2N4 in total at a distorted geometry. Source: OMol25; level of theory: ωB97M-V/def2-TZVPD.

Last column: Mulliken charge in e.
Geometry (Å):
N 2.603 -0.005 0.672  -0.39
C 1.703 -0.301 0.004  0.28
C 0.614 -0.688 -0.831  -0.56
C -0.629 -0.694 -0.380  0.45
N -1.783 -0.602 -0.014  -0.42
N -1.032 2.351 1.356  -0.05
N -0.162 2.316 0.680  0.05
H 0.812 -1.000 -1.848  0.34
H -2.212 -1.409 0.435  0.31

## Properties
- calculated total energy (Eh) = -334.5251
- SMILES = N#CC=C=N.N#N
- relative energy (zero: lowest compared OMol25 entry of this formula, charge and spin) (eV) = 0.001
- Kohn-Sham gap (eV) = 10.3823

---

> Among the records above, which one has the lowest calculated total energy?

number 4

---

> The lowest calculated total energy belongs to which entry?

number 4

---

> Number 3 is which compound?

C3H2N2OS2